A 13-piece molecular cluster, C29H43Cl37F5N3O6S3 overall in a non-equilibrium geometry, computed with ωB97M-V/def2-TZVPD.

**HOMO level**: -9.4 eV
**Gap between HOMO and LUMO**: 7.4 eV
**E_tot**: -20466.848697 a.u.
**Maximum force**: 9.2 eV/A
**Total charge**: 0
**Multiplicity**: 1

Atoms and positions in Å:
Cl (-5.750, 1.180, 7.195)
Cl (-6.092, -3.802, 8.619)
Cl (8.639, 1.293, -4.933)
Cl (-3.309, 2.795, 8.685)
Cl (6.169, -1.337, 9.892)
Cl (10.707, -0.687, -5.468)
Cl (-1.820, 6.073, -9.259)
Cl (-1.385, -8.016, 6.953)
Cl (-6.115, -6.662, 9.171)
Cl (-7.072, -1.377, 6.754)
Cl (-2.778, 4.875, 6.716)
Cl (-2.073, -10.510, 5.615)
Cl (4.149, -6.534, 0.401)
Cl (-1.848, -8.699, 10.779)
Cl (0.010, -2.557, 4.886)
Cl (-3.662, -7.772, 12.860)
Cl (-1.705, -4.908, 5.006)
Cl (-2.723, -7.961, 4.366)
Cl (6.744, -7.652, -0.309)
Cl (3.735, -1.133, 11.478)
Cl (0.444, 6.388, -7.454)
Cl (5.071, -3.214, -2.505)
Cl (-3.873, -2.302, 2.276)
Cl (4.709, 1.180, 10.000)
Cl (4.369, -0.901, 5.268)
Cl (-4.413, -4.890, 10.735)
Cl (2.909, 1.617, 5.376)
Cl (4.480, -7.966, -2.114)
Cl (-4.515, -1.281, 8.144)
Cl (9.821, -0.208, -2.735)
Cl (1.935, -0.697, 6.854)
Cl (-4.171, -10.299, 11.504)
Cl (-2.151, 7.505, -6.745)
Cl (-3.185, 0.192, 3.613)
Cl (-2.918, 2.087, 5.887)
Cl (-2.768, -2.292, 5.721)
Cl (-4.523, 0.248, 1.027)
S (0.791, 0.317, -0.451)
S (-0.448, 1.089, -7.347)
S (5.927, -2.441, -4.247)
F (3.062, 3.307, 0.292)
F (1.765, 0.754, 0.936)
F (-0.025, 2.975, 0.261)
F (-0.036, 3.998, -1.887)
F (2.046, 5.309, -0.510)
O (-7.168, 0.684, -3.321)
O (5.945, -3.592, -5.299)
O (1.322, -1.066, -0.895)
O (-0.717, 0.084, -0.044)
O (-0.274, 1.604, -2.695)
O (7.424, -2.027, -3.986)
N (-5.741, 2.783, -3.518)
N (1.277, 3.369, -4.530)
N (0.566, 2.209, -6.509)
C (-5.954, -5.044, 9.875)
C (-1.241, 3.538, -5.081)
C (10.114, 0.526, -4.321)
C (-3.364, -0.620, 2.049)
C (-0.022, 1.248, -4.092)
C (1.152, 4.852, -4.750)
C (4.569, -0.586, 10.014)
C (3.509, -0.868, -4.189)
C (0.883, 1.642, -1.826)
C (-2.453, 3.198, 7.186)
C (-5.945, 1.271, -3.319)
C (2.769, -0.150, 5.390)
C (4.921, -1.013, -5.015)
C (2.579, 0.421, -4.703)
C (-3.870, 3.903, -5.040)
C (-1.564, -8.828, 5.388)
C (2.687, 5.479, -4.520)
C (2.225, 3.838, -0.806)
C (0.765, 3.088, -0.984)
C (5.261, -6.906, -0.928)
C (-3.531, -8.656, 11.330)
C (-2.696, 2.743, -5.307)
C (-1.039, 7.133, -8.073)
C (-5.294, 3.080, -4.933)
C (-5.512, -0.547, 6.877)
C (-4.667, 0.236, -3.031)
C (-1.336, -3.336, 5.735)
C (0.084, 2.573, -5.110)
C (1.043, 0.058, -4.377)
H (-3.659, 4.335, -3.951)
H (1.026, -0.670, -3.445)
H (10.881, 1.296, -4.207)
H (2.851, 3.750, -1.818)
H (3.809, -0.591, -3.071)
H (-4.126, -8.132, 10.578)
H (2.179, -0.455, 4.522)
H (-3.787, 0.910, -2.627)
H (2.128, 3.111, -5.117)
H (0.881, 5.162, -5.871)
H (-5.043, 3.090, -2.802)
H (2.879, -1.857, -4.115)
H (-2.851, 2.402, -6.420)
H (-2.892, 1.913, -4.506)
H (-1.056, 0.741, -4.429)
H (-4.956, -0.615, -2.268)
H (5.622, -0.059, -4.908)
H (-0.772, 8.069, -8.571)
H (3.112, 5.830, -5.576)
H (3.979, -0.891, 9.146)
H (-1.380, 3.092, 7.363)
H (2.685, 6.403, -3.782)
H (5.528, -5.970, -1.426)
H (-1.039, -3.499, 6.774)
H (3.438, 4.627, -4.158)
H (0.594, 3.138, -7.023)
H (-4.989, -0.652, 5.923)
H (-0.594, -8.827, 4.886)
H (0.640, -0.609, -5.283)
H (-6.765, -4.899, 10.593)
H (1.935, 1.698, -2.328)
H (-1.410, 4.095, -4.038)
H (-6.131, 3.763, -5.414)
H (3.032, 1.364, -4.180)
H (-2.394, -0.618, 1.547)
H (0.480, 5.419, -3.954)
H (2.842, 0.536, -5.862)
H (-1.253, 4.328, -5.979)
H (4.693, -1.270, -6.153)
H (-3.851, 4.743, -5.855)
H (-4.331, -0.215, -4.067)
H (-1.483, 0.565, -6.558)
H (-5.283, 2.042, -5.516)

Results of the Löwdin charge analysis, in e, for atoms 1 through 5: Cl 0.50; Cl 0.49; Cl 0.50; Cl 0.50; Cl 0.51


C29H43GeN4OW as an isolated structure, computed with ωB97M-V/def2-TZVPD.

**HOMO level (alpha / beta)**: -9.3 / -10.1 eV
**Gap between HOMO and LUMO (alpha / beta)**: 6.0 / 6.5 eV
**E_tot**: -3568.809443 a.u.
**Maximum force**: 1.0 eV/A
**Total charge**: +1
**Multiplicity**: 1

Atoms and positions in Å:
W (-0.131, 0.454, -0.198)
Ge (-1.993, -1.824, 2.335)
O (1.932, -0.067, -2.415)
N (-1.284, 1.473, -1.599)
N (-0.090, 2.054, 1.122)
N (-0.532, -0.982, -1.700)
N (1.321, -0.029, 1.240)
C (-0.835, -0.481, -2.882)
C (-1.006, -0.989, -5.372)
C (-0.916, 3.256, 0.955)
C (-1.251, 0.943, -2.858)
C (2.137, 2.067, -1.321)
C (-0.735, -1.270, -4.061)
C (1.482, 0.716, -1.451)
C (2.666, 1.014, 4.535)
C (1.695, 3.253, 4.211)
C (1.644, -3.450, -0.171)
C (0.947, 3.096, 3.035)
C (1.482, 0.740, 2.306)
C (-1.612, 1.692, -3.963)
C (1.478, -2.531, 1.041)
C (-2.139, 3.052, 0.077)
C (-0.852, -1.373, 3.838)
C (2.924, 0.350, -3.370)
C (2.442, 2.342, 4.906)
C (1.105, -2.911, -1.504)
C (-0.359, -2.425, -1.489)
C (-1.887, 2.781, -1.392)
C (2.271, 0.338, 3.410)
C (-1.819, -3.701, 1.866)
C (-1.723, -0.666, 0.777)
C (-3.828, -1.529, 2.897)
C (2.202, -1.181, 0.951)
C (-1.717, 1.368, -5.327)
C (-1.460, 0.194, -5.972)
C (0.745, 2.004, 2.209)
H (-1.604, 0.177, -7.045)
H (-2.391, -3.913, 0.960)
H (2.700, -3.704, -0.304)
H (-1.277, 3.580, 1.932)
H (-2.733, 3.965, 0.147)
H (1.650, 4.249, 4.637)
H (-0.788, -4.017, 1.710)
H (-0.305, 4.076, 0.556)
H (2.983, -0.463, -4.086)
H (-1.249, 3.573, -1.811)
H (3.096, -1.159, 1.573)
H (-0.810, -2.632, -0.518)
H (-0.352, -2.267, -3.892)
H (2.041, 2.450, -0.306)
H (-2.050, 2.187, -5.955)
H (-0.919, -0.305, 4.057)
H (-2.763, 2.253, 0.487)
H (-2.451, -1.002, 0.035)
H (1.210, -3.706, -2.246)
H (0.192, -1.632, 3.666)
H (2.589, -0.694, 3.376)
H (1.145, -4.395, 0.062)
H (-1.875, 2.716, -3.744)
H (-4.525, -1.717, 2.078)
H (-1.201, -1.920, 4.716)
H (-3.969, -0.503, 3.241)
H (0.436, 3.997, 2.730)
H (3.255, 0.425, 5.230)
H (2.608, 1.261, -3.875)
H (1.730, -2.095, -1.859)
H (0.421, -2.323, 1.177)
H (1.618, 2.778, -1.977)
H (1.786, -3.064, 1.943)
H (-2.839, 2.834, -1.928)
H (-4.074, -2.204, 3.719)
H (-2.098, 0.302, 1.169)
H (2.547, -1.026, -0.070)
H (3.894, 0.491, -2.896)
H (-0.962, -2.976, -2.212)
H (2.901, 2.677, 5.827)
H (3.192, 2.068, -1.593)
H (-0.823, -1.815, -6.052)
H (-2.239, -4.300, 2.676)

Results of the natural (NBO) charge analysis, in e, for atoms 1 through 5: W 1.55; Ge 1.64; O -0.52; N -0.61; N -0.64


A 7-piece molecular cluster, C29H44BCl2NO18 overall, computed with ωB97M-V/def2-TZVPD.

**HOMO level**: -8.4 eV
**SMILES**: [H]/N=C(/C)CB(/C(Cl)=C(\C)Cl)[C@@H](C)CCC.O=C1OCCO1.O=C1OCCO1.O=C1OCCO1.O=C1OCCO1.O=C1OCCO1.O=C1OCCO1
**Gap between HOMO and LUMO**: 8.1 eV
**E_tot**: -3485.802985 a.u.
**Maximum force**: 0.9 eV/A
**Total charge**: 0
**Multiplicity**: 1

Atoms and positions in Å:
Cl (-0.946, 5.810, 4.084)
Cl (-1.587, 4.630, 6.941)
O (-1.855, -7.235, -3.023)
O (0.314, -0.641, -0.203)
O (2.060, -4.256, -1.682)
O (-0.787, 3.720, -4.064)
O (0.440, 1.509, -0.870)
O (0.314, 7.212, -0.548)
O (0.754, -4.584, -3.481)
O (-0.651, 4.312, -6.197)
O (-3.860, -6.466, -3.699)
O (1.367, 5.305, -0.111)
O (1.438, -4.841, 2.440)
O (0.791, -3.997, 4.428)
O (2.054, -6.233, -2.762)
O (0.241, -0.162, -2.361)
O (1.562, 7.058, 1.313)
O (-0.348, 5.857, -4.590)
O (2.958, -3.973, 3.809)
O (-2.603, -5.219, -2.363)
N (-3.555, 1.701, 1.863)
C (-1.114, 3.609, 5.620)
C (1.128, 6.572, 0.311)
C (-0.051, -1.860, -0.856)
C (-2.694, -6.389, -3.030)
C (1.788, 0.741, 2.346)
C (0.366, -1.591, -2.280)
C (1.998, 4.402, 3.242)
C (-0.575, 4.741, -4.920)
C (1.765, -0.658, 2.961)
C (1.667, -4.966, -2.557)
C (-1.064, 2.140, 5.959)
C (-3.685, -4.373, -2.774)
C (0.474, 5.022, -1.215)
C (-1.670, 0.513, 2.700)
C (1.180, -6.822, -3.744)
C (0.163, 6.424, -1.729)
C (-4.701, -5.384, -3.277)
C (0.343, 0.348, -1.115)
C (-0.827, 4.109, 4.413)
C (1.644, -4.247, 3.641)
C (-0.702, 2.886, -6.197)
C (1.770, 1.884, 3.366)
C (1.168, 3.196, 2.781)
C (-2.321, 1.774, 2.178)
C (3.697, -4.610, 2.762)
C (-1.476, 3.025, 2.002)
C (0.677, -5.601, -4.488)
C (-1.243, 2.586, -4.813)
C (2.646, -4.759, 1.675)
B (-0.370, 3.389, 3.086)
H (-1.435, 1.542, 5.125)
H (2.671, 0.843, 1.706)
H (-1.718, 1.936, 6.811)
H (1.402, -1.874, -2.460)
H (1.267, 3.123, 1.687)
H (3.009, 4.339, 2.821)
H (-3.329, -3.712, -3.566)
H (0.966, 4.379, -1.938)
H (-2.183, 3.863, 1.920)
H (-0.273, -2.072, -3.014)
H (1.087, -0.723, 3.821)
H (2.754, -0.948, 3.332)
H (2.802, 2.116, 3.665)
H (-0.056, 1.824, 6.243)
H (1.324, -5.317, -5.319)
H (-1.540, -0.215, 1.897)
H (-2.324, 0.079, 3.464)
H (-0.346, -5.701, -4.840)
H (4.540, -3.988, 2.476)
H (0.472, -2.697, -0.406)
H (0.382, -7.352, -3.228)
H (2.088, 4.417, 4.336)
H (-5.298, -5.033, -4.114)
H (-5.359, -5.744, -2.485)
H (-0.855, 1.680, -4.374)
H (2.592, -3.884, 1.025)
H (1.580, 5.363, 2.927)
H (1.738, -7.511, -4.373)
H (2.760, -5.652, 1.068)
H (4.059, -5.573, 3.126)
H (-2.334, 2.570, -4.788)
H (-1.340, 2.541, -7.006)
H (-0.706, 0.708, 3.169)
H (0.904, 0.854, 1.713)
H (-0.839, 6.537, -2.127)
H (-1.129, -2.001, -0.750)
H (1.424, -1.397, 2.227)
H (-3.895, 2.598, 1.516)
H (-0.959, 2.927, 1.033)
H (0.878, 6.767, -2.475)
H (1.266, 1.546, 4.282)
H (-4.030, -3.780, -1.932)
H (-0.410, 4.510, -0.830)
H (0.309, 2.502, -6.341)

Results of the Löwdin charge analysis, in e, for atoms 1 through 5: Cl 0.74; Cl 0.66; O 0.15; O 0.04; O 0.14


Which value of total charge does entry 2 give?
+1


Number 2 is which compound?
C29H43GeN4OW